1.
{
  "formula": "C11H32F6N2O9S2",
  "method": "wB97M-V/def2-TZVPD",
  "species": ["N", "H", "H", "H", "H", "C", "F", "F", "F", "S", "O", "O", "N", "S", "O", "O", "C", "F", "F", "F", "O", "H", "H", "O", "H", "H", "C", "C", "C", "O", "H", "H", "H", "H", "H", "H", "H", "H", "C", "C", "C", "O", "H", "H", "H", "H", "H", "H", "H", "H", "C", "C", "C", "O", "H", "H", "H", "H", "H", "H", "H", "H"],
  "positions_angstrom": [[-0.102808, 0.467590, 0.477932], [0.059572, -0.026316, 1.366542], [-1.105176, 0.755288, 0.492705], [-0.052046, -0.195131, -0.305104], [0.517610, 1.290191, 0.397944], [-3.185509, -1.669354, 0.416826], [-1.882629, -1.696117, 0.103500], [-3.772136, -2.573902, -0.374909], [-3.322732, -2.041260, 1.679348], [-3.999417, -0.052961, 0.040074], [-3.962183, -0.018522, -1.386695], [-5.249329, -0.108992, 0.709900], [-2.901566, 0.965047, 0.761827], [-3.569880, 2.431960, 0.761210], [-4.238201, 2.721021, -0.467682], [-4.229654, 2.740311, 1.985946], [-2.087210, 3.512158, 0.718970], [-1.183514, 3.035908, -0.152814], [-2.424094, 4.749240, 0.343694], [-1.502948, 3.564187, 1.915499], [0.922383, -1.188641, 2.643087], [0.178651, -1.456532, 3.197780], [1.694701, -1.608710, 3.034006], [-1.767909, 0.434432, 3.357720], [-2.407546, -0.122170, 3.812304], [-2.153852, 0.573064, 2.470672], [-0.348727, -0.478464, -4.679801], [0.306827, 0.021430, -3.414292], [0.595040, 1.497646, -3.382832], [-0.437264, -0.350613, -2.214328], [-0.051438, -1.486146, -4.964155], [-0.217303, 0.217845, -5.509932], [-1.446299, -0.528464, -4.588987], [1.241678, -0.543141, -3.281615], [1.453469, 1.729754, -4.016381], [0.809699, 1.859045, -2.380109], [-0.254805, 2.042508, -3.804967], [-1.191511, -0.903639, -2.447113], [2.564366, -3.447243, -0.669324], [1.249586, -4.146653, -0.335996], [0.196534, -3.836069, -1.336227], [1.408265, -5.588209, -0.341257], [2.311721, -2.460745, -1.083956], [3.062525, -3.953831, -1.500863], [3.260007, -3.320451, 0.156126], [0.989091, -3.825904, 0.676399], [0.097277, -2.750866, -1.480353], [-0.794167, -4.117554, -0.989328], [0.521397, -4.195752, -2.312307], [1.794239, -5.861380, 0.495298], [4.043826, 2.736389, 1.579683], [2.717309, 2.019562, 1.827754], [2.219172, 2.267525, 3.244808], [1.756240, 2.488609, 0.879510], [4.393040, 2.632490, 0.549427], [4.882156, 2.503085, 2.232453], [3.841464, 3.812671, 1.708609], [2.848179, 0.945771, 1.676652], [1.855667, 3.299133, 3.343712], [2.976931, 2.122125, 4.011907], [1.330468, 1.665837, 3.458190], [1.742785, 3.451885, 0.893290]],
  "forces_ev_per_angstrom": [[-0.672, -0.445, 0.382], [0.362, 0.133, -0.212], [0.206, 0.160, -0.111], [0.339, 0.344, -0.192], [-0.020, -0.210, 0.012], [-0.327, -0.358, -0.503], [0.363, 0.285, 0.143], [-0.104, 0.016, 0.305], [0.047, 0.021, 0.246], [1.190, -0.157, -0.251], [0.239, 0.051, -0.121], [-0.405, 0.102, 0.403], [-1.118, -0.530, -0.648], [-0.685, 0.641, 0.147], [-0.019, 0.010, -0.262], [0.215, 0.083, 0.308], [0.259, 0.217, 0.064], [0.087, 0.154, -0.193], [0.057, -0.496, 0.185], [0.097, 0.052, 0.038], [-0.044, -0.203, 0.090], [-0.048, 0.215, 0.013], [0.017, 0.037, -0.061], [0.356, -0.311, -0.230], [-0.105, 0.113, 0.016], [-0.247, 0.059, 0.354], [-1.142, 0.089, -0.357], [0.642, -1.111, 0.944], [-0.278, 0.340, -0.522], [-0.134, 0.163, -0.305], [0.272, 0.084, -0.024], [0.397, -0.164, -0.026], [0.186, 0.152, 0.293], [0.079, 0.314, -0.208], [0.024, -0.088, 0.015], [-0.043, -0.048, 0.082], [-0.003, 0.102, 0.284], [-0.054, 0.153, -0.064], [-0.211, 0.398, -1.019], [1.133, -0.623, 0.730], [-0.439, 1.374, -0.277], [-0.114, 0.460, 0.097], [0.199, 0.036, 0.370], [0.045, -0.192, 0.200], [-0.030, -0.165, 0.120], [-0.454, -0.003, -0.012], [0.264, -0.075, 0.205], [0.010, -0.700, -0.404], [-0.461, -0.511, 0.006], [0.060, 0.005, -0.019], [-0.182, 0.862, -0.478], [0.927, 0.312, 0.713], [-0.809, 0.313, -0.015], [0.008, -0.369, -0.235], [-0.141, -0.226, 0.031], [-0.250, -0.335, 0.234], [0.165, -0.144, 0.064], [-0.248, 0.020, -0.263], [0.287, 0.010, -0.114], [0.071, -0.218, -0.076], [0.232, -0.189, 0.050], [-0.047, -0.009, 0.056]],
  "lowdin_charge": [0.28, 0.07, 0.05, 0.09, 0.08, -0.67, 0.11, 0.14, 0.15, 0.61, -0.26, -0.24, -0.35, 0.57, -0.26, -0.25, -0.66, 0.11, 0.15, 0.14, -0.05, 0.05, 0.06, -0.07, 0.04, -0.03, -0.04, -0.46, -0.04, -0.10, 0.08, 0.08, 0.09, 0.13, 0.09, 0.07, 0.09, 0.08, -0.06, -0.49, -0.06, -0.05, 0.07, 0.08, 0.07, 0.13, 0.05, 0.08, 0.10, 0.08, -0.05, -0.47, -0.05, -0.09, 0.08, 0.08, 0.09, 0.13, 0.09, 0.08, 0.07, 0.11],
  "homo_energy_ha": -0.363,
  "lumo_ev": -0.2,
  "spin_multiplicity": 1,
  "e_above_lowest_kj_mol": 0.0
}

***

2.
{
  "formula": "H16NaO8",
  "method": "wB97M-V/def2-TZVPD",
  "species": ["Na", "O", "H", "H", "O", "H", "H", "O", "H", "H", "O", "H", "H", "O", "H", "H", "O", "H", "H", "O", "H", "H", "O", "H", "H"],
  "positions_angstrom": [[-0.489442, 0.142250, 0.010380], [-0.941848, 1.973152, -0.210830], [-0.641054, 2.873435, -0.334306], [-1.730861, 1.907815, -0.748813], [-0.466986, 0.975861, 1.486797], [-0.514688, 0.777368, 2.421976], [-1.267659, 1.467813, 1.304743], [1.798553, -1.107272, 0.460037], [1.722419, -1.295254, -0.475431], [0.896126, -0.983387, 0.754152], [0.601662, 0.327817, -1.452029], [-0.003349, 0.623599, -2.132247], [1.326196, -0.072400, -1.932776], [1.661092, 1.116375, 1.381558], [0.742362, 0.852379, 1.331825], [1.636795, 2.073209, 1.370402], [-0.209127, -1.087364, 1.183126], [-0.332128, -1.995030, 0.905207], [0.301824, -1.150608, 1.990076], [0.103452, -1.794092, -0.701090], [-0.297523, -1.178451, -1.314645], [0.856322, -2.148405, -1.174242], [-1.311357, -0.724238, -1.098164], [-2.261990, -0.681578, -0.994710], [-1.178790, -0.892991, -2.030997]],
  "forces_ev_per_angstrom": [[2.818, 4.037, -0.189], [-1.922, 3.889, -3.403], [0.243, 0.479, -0.047], [-0.499, 0.506, -0.592], [-5.992, 3.890, 10.451], [0.141, 0.023, 0.677], [-0.054, 0.564, 0.483], [6.325, -0.387, -0.793], [1.408, 0.451, 1.448], [2.365, 0.036, -1.421], [3.196, 2.001, -4.237], [0.371, 0.875, -0.573], [0.745, 0.446, -0.111], [3.854, 0.750, 0.136], [2.533, 0.881, -0.239], [0.077, 0.265, 0.250], [-4.527, -5.864, 9.348], [0.007, -0.736, 0.085], [-0.436, -0.271, 1.432], [4.580, -8.648, -4.350], [5.152, -3.407, 0.591], [0.137, -1.412, 0.163], [-17.245, 1.928, -7.537], [-1.245, -0.206, -0.201], [-2.032, -0.089, -1.371]],
  "lowdin_charge": [0.10, 0.01, 0.14, 0.11, -0.07, 0.16, 0.12, -0.03, 0.02, -0.19, -0.01, 0.11, 0.13, -0.02, -0.16, 0.06, -0.01, 0.14, 0.16, -0.12, -0.12, 0.11, 0.00, 0.18, 0.17],
  "homo_energy_ha": -0.452,
  "lumo_ev": -4.2,
  "spin_multiplicity": 1,
  "total_charge": 1,
  "e_above_lowest_kj_mol": 1990.1
}

***

3.
{
  "formula": "C3H6N2O",
  "method": "wB97M-V/def2-TZVPD",
  "species": ["C", "C", "C", "N", "N", "O", "H", "H", "H", "H", "H", "H"],
  "positions_angstrom": [[0.503968, -0.700410, -0.450026], [2.512760, 0.829230, 0.045608], [-2.370242, -0.543860, -0.358475], [1.332260, 0.100875, -0.203048], [-1.252032, -0.925461, 0.555016], [-1.304736, -0.419017, 1.689410], [3.273444, 0.782563, -0.722304], [2.225727, 1.893901, 0.352704], [2.886759, 0.352579, 1.010267], [-2.669684, -1.445443, -0.876962], [-3.080769, -0.017695, 0.132286], [-2.057453, 0.092742, -1.174478]],
  "forces_ev_per_angstrom": [[2.514, 1.348, -1.632], [-0.312, 0.859, 3.254], [2.589, -0.785, -1.517], [-0.942, -1.183, -0.769], [-2.030, -0.470, 3.599], [-0.143, -0.269, -2.674], [-0.207, -0.016, -0.286], [0.597, -1.345, -0.773], [0.133, 0.780, -1.234], [-0.355, -0.363, 0.327], [-2.489, 1.190, 1.800], [0.644, 0.253, -0.096]],
  "lowdin_charge": [0.05, -0.11, -0.08, -0.07, -0.22, -0.05, 0.08, 0.11, 0.11, 0.08, 0.04, 0.07],
  "homo_energy_ha": [-0.294, -0.294],
  "lumo_ev": [0.0, 0.0],
  "spin_multiplicity": 1,
  "e_above_lowest_kj_mol": 593.2
}

***

4.
{
  "formula": "C12H4Cl3GeMoNO5S2",
  "method": "wB97M-V/def2-TZVPD",
  "species": ["Mo", "S", "C", "N", "C", "C", "C", "C", "C", "C", "S", "H", "H", "H", "H", "O", "C", "C", "O", "C", "C", "O", "C", "O", "O", "Cl", "Ge", "Cl", "Cl"],
  "positions_angstrom": [[-0.406070, -0.439927, 0.472545], [-0.329122, -0.821564, -1.862415], [-0.662638, -2.420123, -1.248822], [-0.656810, -2.474016, 0.069241], [-1.084267, -3.703959, 0.560958], [-1.209684, -4.074663, 1.894486], [-1.628794, -5.361042, 2.167173], [-1.908894, -6.265586, 1.136918], [-1.783562, -5.902800, -0.189880], [-1.374364, -4.603444, -0.466992], [-1.141465, -3.855112, -2.029891], [-0.988491, -3.372246, 2.687677], [-1.741255, -5.677370, 3.194862], [-2.231532, -7.267523, 1.383309], [-2.001566, -6.604010, -0.983411], [4.698918, 0.684200, 3.834059], [3.744444, 0.447956, 3.199637], [3.692022, -0.220990, 1.749774], [4.630903, -0.599246, 1.137638], [2.249428, -0.223029, 1.448331], [1.483709, 0.290449, 2.450808], [0.197111, 0.299098, 2.164819], [2.220697, 0.749466, 3.621671], [1.887573, 1.235699, 4.648625], [1.598028, -0.609077, 0.398309], [-2.154776, 3.110738, 1.560299], [-1.780008, 1.648554, 0.091948], [-2.777167, -0.401535, 0.968819], [-2.870583, 2.141375, -1.639891]],
  "forces_ev_per_angstrom": [[-0.176, -0.150, -0.333], [-0.032, -0.075, 0.099], [0.031, 0.055, -0.067], [0.055, 0.084, -0.008], [-0.046, 0.027, -0.008], [0.005, -0.002, -0.008], [-0.002, -0.011, -0.004], [-0.001, 0.000, 0.016], [0.007, 0.013, -0.002], [-0.003, -0.027, 0.007], [-0.069, -0.032, -0.041], [-0.004, 0.004, -0.004], [-0.002, -0.003, 0.001], [-0.001, -0.001, 0.001], [-0.001, -0.001, 0.000], [-0.478, -0.103, -0.284], [0.983, 0.210, 0.513], [-0.174, -0.371, -0.818], [-0.160, 0.178, 0.365], [0.058, -0.085, -0.071], [0.135, -0.029, 0.132], [0.093, 0.356, 0.432], [-1.049, 0.152, 0.092], [0.346, -0.160, -0.250], [0.516, 0.077, 0.175], [-0.027, 0.065, 0.033], [0.109, -0.161, 0.064], [-0.064, -0.026, 0.001], [-0.051, 0.016, -0.033]],
  "mulliken_spin": [0.32, -0.01, 0.01, -0.01, 0.00, 0.00, 0.00, 0.00, 0.00, 0.00, 0.01, 0.00, 0.00, 0.00, 0.00, 0.21, 0.04, 0.05, 0.14, 0.01, 0.01, 0.01, 0.04, 0.17, 0.02, 0.00, -0.01, 0.01, 0.00],
  "homo_energy_ha": [-0.449, -0.422],
  "lumo_ev": [-5.7, -8.2],
  "spin_multiplicity": 2,
  "total_charge": 1,
  "e_above_lowest_kj_mol": 0.0
}

***

5.
{
  "formula": "C4H8O",
  "method": "wB97M-V/def2-TZVPD",
  "species": ["C", "C", "C", "C", "O", "H", "H", "H", "H", "H", "H", "H", "H"],
  "positions_angstrom": [[-0.335111, 0.632921, 1.405414], [-0.264626, 0.513131, -0.101507], [0.987575, -0.166277, -0.676483], [0.264012, -1.428189, -1.095951], [-1.325344, -0.377703, -0.603725], [-1.335908, 0.950575, 1.721008], [-0.107715, -0.331537, 1.872942], [0.396792, 1.364803, 1.763847], [-0.464688, 1.475437, -0.576575], [1.442256, 0.426824, -1.474039], [1.753901, -0.377369, 0.074770], [-1.147707, -1.246208, -0.137331], [0.136564, -1.436406, -2.172370]],
  "forces_ev_per_angstrom": [[-0.002, -0.008, 0.026], [-0.054, 0.044, -0.006], [0.130, 0.130, 0.109], [0.287, -0.125, 0.184], [0.247, -0.435, 0.388], [0.188, -0.036, -0.084], [-0.027, 0.097, -0.051], [-0.100, -0.098, -0.061], [0.027, -0.122, 0.057], [-0.043, 0.004, -0.008], [-0.088, 0.078, 0.038], [-0.429, 0.502, -0.210], [-0.137, -0.032, -0.382]],
  "lowdin_charge": [-0.05, -0.40, -0.24, 0.08, -0.10, 0.09, 0.09, 0.09, 0.14, 0.10, 0.10, 0.08, 0.02],
  "homo_energy_ha": -0.305,
  "lumo_ev": 0.7,
  "spin_multiplicity": 1,
  "e_above_lowest_kj_mol": 424.4
}